Entry 1:
8 unconnected molecules or ions with the total composition C8H32O8. Source: the Open Molecules 2025 dataset; level of theory: ωB97M-V with the def2-TZVPD basis set.

Each line ends with the Mulliken charge.
Positions of all 48 atoms, in Å:
C  12.764  21.465  -26.498  -0.459
O  12.938  21.639  -25.079  -0.505
H  11.922  22.043  -26.879  0.202
H  13.604  21.683  -27.158  0.234
H  12.701  20.380  -26.585  0.205
H  12.751  20.810  -24.634  0.323
C  10.792  18.677  -19.177  -0.391
O  10.764  18.166  -20.494  -0.528
H  10.041  18.080  -18.659  0.208
H  11.731  18.597  -18.631  0.204
H  10.523  19.726  -19.307  0.191
H  10.051  17.565  -20.725  0.316
C  9.415  15.977  -28.344  -0.504
O  8.592  16.959  -28.997  -0.496
H  9.459  16.012  -27.256  0.240
H  8.980  14.992  -28.510  0.218
H  10.403  15.997  -28.806  0.242
H  9.109  17.766  -29.058  0.300
C  7.686  17.307  -11.705  -0.507
O  7.596  16.055  -11.127  -0.496
H  7.763  17.175  -12.784  0.240
H  6.925  18.034  -11.423  0.231
H  8.704  17.633  -11.490  0.225
H  8.419  15.599  -11.319  0.307
C  5.226  24.068  -17.392  -0.462
O  4.020  24.832  -17.637  -0.499
H  4.936  23.226  -16.764  0.215
H  5.750  23.815  -18.314  0.259
H  5.828  24.699  -16.738  0.187
H  3.727  24.539  -18.503  0.300
C  13.698  24.912  -16.705  -0.479
O  12.443  24.470  -16.155  -0.502
H  14.549  24.279  -16.452  0.236
H  13.611  25.036  -17.784  0.215
H  13.903  25.906  -16.308  0.238
H  12.487  24.426  -15.197  0.292
C  13.767  14.123  -12.307  -0.467
O  12.766  13.320  -11.782  -0.521
H  14.227  14.725  -11.523  0.229
H  14.481  13.415  -12.728  0.228
H  13.494  14.872  -13.050  0.222
H  13.008  12.697  -11.094  0.309
C  5.717  13.188  -22.588  -0.563
O  6.349  13.777  -21.445  -0.486
H  6.404  13.169  -23.435  0.224
H  5.309  12.177  -22.570  0.267
H  4.775  13.703  -22.773  0.260
H  6.079  13.280  -20.669  0.298

For the frontier orbital gap, the calculation gives 10.51 eV. The value obtained for the energy above the lowest of the compared OMol25 structures with the same formula, charge and spin is 132.3 kcal/mol. Its spin multiplicity is 1. The net charge is 0. The structure (SMILES) is CO.CO.CO.CO.CO.CO.CO.CO. As for the LUMO energy: 0.01660 hartree.

=====

Entry 2:
3 unconnected molecules or ions with the total composition C8H10N2O2. Source: the Open Molecules 2025 dataset; level of theory: ωB97M-V with the def2-TZVPD basis set.

Each line ends with the Mulliken charge.
Positions of all 22 atoms, in Å:
C  -2.759  -0.731  -0.229  -0.340
C  0.055  1.804  0.260  -0.846
C  -1.389  -0.242  -0.076  0.463
C  -1.180  1.090  0.215  1.533
C  1.314  1.401  0.050  0.418
C  -0.340  -1.267  -0.462  -0.211
C  -2.389  1.942  0.341  -1.867
C  1.412  -2.283  0.846  -0.414
N  -3.745  -1.318  -0.224  -0.513
N  0.701  -1.269  0.495  -0.324
O  2.454  1.120  0.064  -0.368
O  0.242  -0.956  -1.721  -0.523
H  -0.081  2.801  0.625  0.368
H  -0.821  -2.244  -0.643  0.486
H  -2.407  2.817  1.037  0.407
H  -3.252  1.344  0.631  0.412
H  -2.404  2.407  -0.650  0.335
H  2.155  -1.994  1.512  0.284
H  1.362  -3.186  0.426  0.330
H  7.506  -0.670  0.367  0.035
H  6.857  -1.267  0.410  -0.033
H  -0.250  -0.307  -2.213  0.368

For the frontier orbital gap, the calculation gives 8.70 eV. The value obtained for the energy above the lowest of the compared OMol25 structures with the same formula, charge and spin is 119.9 kcal/mol. Its spin multiplicity is 1. The net charge is 0. As for the LUMO energy: 0.00184 hartree.

=====

Entry 3:
A molecular structure, C16H32GeNO2SSe2Si3SnTe2. Source: the Open Molecules 2025 dataset; level of theory: ωB97M-V with the def2-TZVPD basis set.

Each line ends with the Mulliken charge.
Positions of all 61 atoms, in Å:
Sn  1.019  0.101  -0.758  0.725
Se  1.830  1.767  -2.926  -0.342
Te  1.492  4.087  -2.389  0.265
Te  1.401  4.270  0.289  0.048
Se  0.809  1.940  1.060  -0.238
O  0.293  -1.471  1.615  -0.235
O  0.661  -2.373  0.557  0.194
C  -1.744  -3.948  0.815  -0.957
Si  0.083  -3.987  0.820  0.472
C  0.841  -4.801  -0.638  -1.093
C  0.883  -4.479  2.414  -0.785
Ge  1.490  -1.288  2.979  -0.056
Si  -0.393  -0.624  4.504  0.223
C  -0.070  -1.697  5.946  -1.059
C  -0.078  1.141  4.852  -0.942
C  -1.915  -0.993  3.581  -0.727
Si  3.807  -1.280  2.023  0.452
C  4.763  -2.325  3.181  -1.101
C  3.990  -1.792  0.277  -0.654
C  4.162  0.510  2.218  -0.972
H  -2.155  -4.917  0.492  0.435
H  -2.096  -3.180  0.117  0.276
H  -2.165  -3.729  1.804  0.263
H  0.356  -5.772  -0.825  0.439
H  1.908  -4.997  -0.483  0.307
H  0.728  -4.192  -1.544  0.307
H  0.747  -5.540  2.648  0.509
H  0.481  -3.913  3.274  0.033
H  1.963  -4.294  2.342  0.128
H  0.926  -1.510  6.360  0.349
H  -0.153  -2.759  5.700  0.368
H  -0.808  -1.474  6.731  0.402
H  0.946  1.299  5.207  0.346
H  -0.766  1.468  5.646  0.397
H  -0.245  1.764  3.972  0.259
H  -2.082  -2.071  3.517  0.131
H  -1.871  -0.588  2.567  0.198
H  -2.761  -0.537  4.109  0.478
H  4.630  -3.396  2.983  0.344
H  4.497  -2.134  4.227  0.363
H  5.833  -2.092  3.058  0.394
H  3.323  -2.609  -0.006  0.093
H  5.031  -2.128  0.141  0.463
H  3.812  -0.960  -0.389  0.163
H  3.871  0.903  3.199  0.354
H  3.654  1.097  1.454  0.226
H  5.247  0.660  2.105  0.423
S  -2.289  -0.544  -4.024  -0.167
C  -1.270  -0.831  -2.698  -0.105
N  -1.067  0.175  -1.900  0.031
C  -1.775  1.314  -2.343  -0.284
C  -1.819  2.560  -1.713  -0.515
C  -2.537  3.572  -2.315  -0.793
C  -3.231  3.355  -3.520  -0.531
C  -3.232  2.118  -4.124  -0.530
C  -2.494  1.097  -3.515  0.926
H  -0.822  -1.807  -2.538  0.404
H  -1.331  2.705  -0.758  0.595
H  -2.590  4.547  -1.840  0.465
H  -3.782  4.169  -3.976  0.420
H  -3.796  1.940  -5.035  0.419

The expectation value of S² is 0.76. For the frontier orbital gap (alpha / beta), the calculation gives 6.10 / 5.67 eV. The value obtained for the energy above the lowest of the compared OMol25 structures with the same formula, charge and spin is 32.8 kcal/mol. Its spin multiplicity is 2. The net charge is +2. As for the LUMO energy (alpha / beta): -0.25356 / -0.27834 hartree.

=====

Entry 4:
2 unconnected molecules or ions with the total composition C18H16FNO6S. Source: the Open Molecules 2025 dataset; level of theory: ωB97M-V with the def2-TZVPD basis set.

Each line ends with the Mulliken charge.
Positions of all 43 atoms, in Å:
O  -1.211  3.309  -0.953  -0.670
C  -1.023  2.997  0.205  0.588
C  -1.765  3.671  1.306  0.191
C  -2.697  4.653  0.997  -0.542
C  -3.420  5.262  2.007  -0.477
C  -3.217  4.891  3.333  -0.482
C  -2.278  3.925  3.648  -0.538
C  -1.545  3.315  2.639  0.185
C  -0.525  2.289  2.996  0.530
O  -0.298  2.018  4.156  -0.661
C  0.200  1.601  1.893  0.305
C  1.131  0.615  2.201  -0.760
C  1.791  -0.057  1.187  -0.643
C  1.526  0.251  -0.146  -0.636
C  0.612  1.245  -0.454  -0.978
C  -0.052  1.925  0.559  0.433
H  -2.856  4.935  -0.034  0.471
H  -4.149  6.024  1.764  0.399
H  -3.792  5.360  4.120  0.399
H  -2.115  3.639  4.678  0.471
H  1.332  0.374  3.235  0.491
H  2.511  -0.823  1.432  0.563
H  2.032  -0.270  -0.937  0.769
H  0.407  1.494  -1.487  0.588
C  -0.526  -1.242  -3.043  -0.513
C  -0.648  -2.724  -3.221  0.546
O  -1.698  -3.296  -3.421  -0.553
O  0.531  -3.454  -3.112  -0.321
C  0.474  -4.260  -1.922  -0.546
N  1.796  -4.492  -1.373  -0.054
C  2.852  -4.593  -2.386  -1.016
S  2.229  -3.431  -0.177  1.306
O  2.847  -2.247  -0.671  -0.535
O  2.987  -4.155  0.774  -0.637
F  0.905  -3.042  0.524  -0.235
H  -0.126  -1.040  -2.054  -0.065
H  0.133  -0.844  -3.804  0.361
H  -1.519  -0.829  -3.118  0.384
H  -0.204  -3.797  -1.214  0.470
H  0.046  -5.223  -2.178  0.328
H  3.728  -5.065  -1.962  0.324
H  3.118  -3.647  -2.839  0.367
H  2.475  -5.262  -3.150  0.395

For the frontier orbital gap, the calculation gives 8.85 eV. Its spin multiplicity is 1. The net charge is 0. The structure (SMILES) is O=C1c2ccccc2C(=O)c2ccccc21.CC(=O)OCN(C)S(=O)(=O)F. As for the LUMO energy: -0.03560 hartree.

=====

Entry 5:
A molecular structure, C37H37AlBO10. Source: the Open Molecules 2025 dataset; level of theory: ωB97M-V with the def2-TZVPD basis set.

Each line ends with the Mulliken charge.
Positions of all 86 atoms, in Å:
C  -0.855  -0.282  -1.620  -1.045
C  -1.933  0.751  -1.290  0.074
C  -3.340  0.120  -1.328  -0.454
Al  -3.917  -0.738  0.430  -0.980
C  -3.632  -2.755  0.234  -0.550
C  -4.213  -3.313  -1.056  -0.460
O  -3.157  -3.791  -1.942  -0.334
C  -3.198  -3.415  -3.207  0.204
O  -2.515  -3.921  -4.069  -0.540
O  -2.892  -0.252  1.830  -0.478
C  -3.253  0.794  2.681  -0.322
C  -2.937  2.190  2.135  0.862
C  -3.954  2.709  1.136  -1.234
O  -2.895  3.079  3.285  -0.489
B  -6.021  -0.427  0.801  1.070
O  -6.692  -0.993  1.892  -0.701
O  -6.868  0.325  -0.003  -0.598
H  0.154  0.133  -1.506  0.489
H  -0.970  -0.629  -2.652  0.116
H  -0.943  -1.152  -0.960  0.193
H  -1.846  1.590  -1.994  0.352
H  -1.715  1.142  -0.290  -0.236
H  -4.096  0.849  -1.650  0.516
H  -3.331  -0.661  -2.106  0.102
H  -2.552  -2.938  0.251  0.316
H  -4.079  -3.257  1.100  0.438
H  -4.847  -4.188  -0.875  0.283
H  -4.811  -2.581  -1.618  0.281
H  -3.897  -2.589  -3.420  0.335
H  -2.684  0.712  3.623  0.196
H  -4.322  0.771  2.960  0.154
H  -1.930  2.184  1.703  -0.072
H  -4.899  2.923  1.651  0.474
H  -4.145  2.005  0.325  -0.025
H  -3.598  3.641  0.678  0.330
H  -3.412  3.860  3.071  0.244
H  -6.058  -1.451  2.454  0.285
H  -7.696  0.492  0.471  0.270
C  0.662  -3.276  -3.335  0.008
C  0.234  -2.628  -4.488  -0.081
C  0.965  -2.736  -5.658  -1.055
C  2.135  -3.485  -5.682  0.380
C  2.573  -4.127  -4.519  0.345
C  1.827  -4.022  -3.350  -1.038
C  3.834  -4.912  -4.502  0.519
O  4.223  -5.482  -3.503  -0.670
C  4.628  -4.980  -5.767  0.218
C  5.834  -5.671  -5.771  -0.567
C  6.580  -5.755  -6.933  -0.460
C  6.123  -5.153  -8.101  -0.458
C  4.924  -4.461  -8.102  -0.567
C  4.175  -4.368  -6.935  0.202
C  2.894  -3.597  -6.955  0.470
O  2.503  -3.083  -7.982  -0.672
H  0.077  -3.200  -2.428  0.367
H  -0.674  -2.046  -4.471  0.406
H  0.636  -2.243  -6.563  0.450
H  2.170  -4.530  -2.460  0.456
H  6.173  -6.136  -4.856  0.469
H  7.520  -6.291  -6.933  0.389
H  6.705  -5.223  -9.011  0.390
H  4.555  -3.986  -9.000  0.470
C  -1.199  3.109  6.186  -0.321
C  -0.811  3.332  7.502  -0.582
C  0.415  3.912  7.780  -0.605
C  1.265  4.267  6.739  0.392
C  0.879  4.031  5.415  -0.091
C  -0.357  3.456  5.144  -0.567
C  1.781  4.375  4.281  0.459
O  1.455  4.193  3.129  -0.659
C  3.117  4.960  4.609  0.097
C  3.997  5.248  3.573  -0.506
C  5.236  5.799  3.851  -0.475
C  5.600  6.072  5.166  -0.465
C  4.728  5.785  6.202  -0.555
C  3.486  5.223  5.928  0.156
C  2.571  4.902  7.062  0.621
O  2.890  5.152  8.207  -0.680
H  -2.158  2.663  5.959  0.437
H  -1.469  3.051  8.315  0.384
H  0.727  4.095  8.799  0.468
H  -0.666  3.279  4.124  0.720
H  3.699  5.033  2.556  0.485
H  5.922  6.018  3.043  0.394
H  6.567  6.507  5.381  0.391
H  4.997  5.988  7.229  0.465

For the frontier orbital gap, the calculation gives 5.67 eV. Its spin multiplicity is 1. The net charge is -1. As for the LUMO energy: 0.02292 hartree.

=====

Entry 6:
A molecular structure, C19H11AsMoN3O15S. Source: the Open Molecules 2025 dataset; level of theory: ωB97M-V with the def2-TZVPD basis set.

Each line ends with the Mulliken charge.
Positions of all 51 atoms, in Å:
Mo  0.254  -0.365  -0.749  1.559
O  1.486  -2.907  -3.548  -0.515
C  1.450  -2.250  -2.546  0.370
O  0.290  -1.666  -2.093  -0.397
C  2.460  -2.182  -1.475  0.654
C  3.582  -2.976  -1.486  -0.818
C  4.303  -2.981  -0.283  -0.185
C  4.036  -2.115  0.705  -1.020
C  3.072  -1.131  0.545  0.084
N  2.192  -1.278  -0.491  0.781
H  3.887  -3.573  -2.341  0.532
H  5.178  -3.688  -0.223  0.377
H  4.662  -2.077  1.570  0.515
H  3.015  -0.316  1.243  0.456
O  -3.417  0.654  -2.042  -0.521
C  -2.701  0.106  -1.273  0.178
O  -1.400  0.361  -1.288  -0.500
C  -3.140  -0.892  -0.219  0.268
C  -4.462  -1.217  0.000  -0.611
C  -4.823  -2.111  0.971  -0.295
C  -3.905  -2.714  1.777  -0.256
C  -2.514  -2.493  1.574  -0.368
C  -2.107  -1.576  0.569  0.688
O  -0.752  -1.436  0.337  -0.407
N  -1.568  -3.258  2.440  0.980
O  -0.426  -2.755  2.559  -0.538
O  -2.053  -4.087  3.130  -0.585
N  -6.125  -2.624  1.073  0.984
O  -6.421  -3.549  1.825  -0.562
O  -6.959  -1.907  0.480  -0.585
H  -5.302  -0.837  -0.563  0.615
H  -4.112  -3.465  2.490  0.706
O  0.092  1.984  2.524  -0.555
As  1.537  1.952  1.498  0.886
O  2.857  1.520  2.335  -0.695
O  0.871  0.497  0.654  -0.066
C  1.198  3.378  0.259  -0.146
C  0.569  4.500  0.788  -0.564
C  0.249  5.600  0.025  -0.821
C  0.584  5.557  -1.339  -0.422
C  1.123  4.437  -1.910  -0.836
C  1.391  3.334  -1.113  0.898
S  2.311  1.972  -1.739  1.386
O  3.111  1.524  -0.667  -0.544
O  2.805  2.209  -3.027  -0.637
O  1.122  0.857  -1.884  -0.642
H  0.364  2.050  3.462  0.345
H  0.428  4.513  1.844  0.498
H  -0.185  6.509  0.532  0.364
H  0.527  6.404  -1.976  0.434
H  1.365  4.506  -2.939  0.534

For the frontier orbital gap, the calculation gives 6.90 eV. The value obtained for the energy above the lowest of the compared OMol25 structures with the same formula, charge and spin is 10.7 kcal/mol. Its spin multiplicity is 1. The net charge is +1. As for the LUMO energy: -0.23437 hartree.

=====

> Among the records above, which one has the lowest net charge?

C37H37AlBO10